Record 1
C3H4ClNS in the gas phase. Source: OMol25; level of theory: the ωB97M-V functional and the def2-TZVPD basis.

For the HOMO-LUMO gap, the calculation gives 8.57 eV. The calculated total energy comes out at -28023.0357 eV.

Structure (XYZ):
```
10
C3H4ClNS (the ωB97M-V functional and the def2-TZVPD basis)
C 0.842 -0.132 0.032
C -0.661 0.171 0.125
C -1.597 -0.778 -0.058
H 2.587 0.744 -0.166
H 1.192 1.848 -0.022
H -0.911 1.233 0.438
H -1.238 -1.799 -0.264
N 1.625 0.933 -0.101
S 1.484 -1.655 0.028
Cl -3.322 -0.564 -0.013
```

=====

Record 2
A molecular structure, C3H4ClNS. Source: OMol25; level of theory: the ωB97M-V functional and the def2-TZVPD basis.

For the HOMO-LUMO gap, the calculation gives 9.60 eV. The calculated total energy comes out at -28021.9662 eV.

Structure (XYZ):
```
10
C3H4ClNS (the ωB97M-V functional and the def2-TZVPD basis)
C -0.827 -0.592 -0.590
C 0.157 -1.484 -0.125
C -0.180 0.523 1.144
N -1.042 0.445 0.173
S 0.930 -0.825 1.224
Cl -0.104 1.873 2.230
H -1.640 -0.851 -1.355
H 0.105 -2.504 -0.361
H 1.369 1.762 -1.555
H 1.233 1.654 -0.784
```

=====

Record 3
C3H4ClNS2 in the gas phase. Source: OMol25; level of theory: the ωB97M-V functional and the def2-TZVPD basis.

For the HOMO-LUMO gap, the calculation gives 9.01 eV. The calculated total energy comes out at -38857.2255 eV.

Structure (XYZ):
```
11
C3H4ClNS2 (the ωB97M-V functional and the def2-TZVPD basis)
C 1.713 0.476 -0.514
C -0.130 -0.602 0.683
C -1.351 -1.103 0.478
H -1.231 1.580 -1.071
H 1.920 1.405 -0.992
H 0.519 -0.934 1.528
H -1.715 -1.799 1.265
N 0.429 0.477 -0.028
S -0.397 2.034 -0.081
S 2.644 -0.828 -0.485
Cl -2.401 -0.706 -0.783
```

=====

Record 4
A molecular structure, C3H4ClO4. Source: OMol25; level of theory: the ωB97M-V functional and the def2-TZVPD basis.

For the HOMO-LUMO gap, the calculation gives 7.52 eV. Its net charge is -1. The calculated total energy comes out at -23887.0682 eV.

Structure (XYZ):
```
12
C3H4ClO4 (the ωB97M-V functional and the def2-TZVPD basis)
C 0.472 -1.026 -0.063
C -0.577 0.069 1.315
C 0.650 0.396 0.399
O 1.586 -0.659 0.769
O 0.653 -1.781 -1.004
O -0.691 -1.269 0.776
O -0.757 0.718 -2.139
Cl 1.131 2.063 -0.036
H -0.296 -0.018 2.417
H -1.429 0.632 1.002
H -0.944 0.249 -1.279
H 0.203 0.627 -2.158
```

=====

Record 5
C3H4ClOP in the gas phase. Source: OMol25; level of theory: the ωB97M-V functional and the def2-TZVPD basis.

For the HOMO-LUMO gap (spin up / spin down), the calculation gives 6.30 / 6.29 eV. The calculated total energy comes out at -27029.4013 eV.

Structure (XYZ):
```
10
C3H4ClOP (the ωB97M-V functional and the def2-TZVPD basis)
C 0.682 1.166 -1.521
C 0.624 -0.487 0.991
C -0.752 -0.744 0.731
O -1.429 0.190 -0.262
P -0.957 1.064 -1.484
Cl 1.855 1.833 -2.453
H 1.387 -1.100 0.551
H 0.926 0.371 1.560
H -0.926 -1.735 0.305
H -1.410 -0.556 1.583
```

=====

Record 6
A molecular structure, C3H4CoLiO4. Source: OMol25; level of theory: the ωB97M-V functional and the def2-TZVPD basis.

For the HOMO-LUMO gap (spin up / spin down), the calculation gives 7.86 / 2.02 eV. As for the spin multiplicity: 5. Its net charge is +2. Its expectation value of S² is 6.013. The calculated total energy comes out at -49175.5569 eV.

Structure (XYZ):
```
13
C3H4CoLiO4 (the ωB97M-V functional and the def2-TZVPD basis)
H -1.331 -3.817 2.333
C -0.729 -3.108 1.758
C 0.722 -3.205 1.717
O -0.090 -3.668 0.628
H 1.292 -2.296 1.509
H 1.240 -3.985 2.279
O -1.306 -1.878 1.572
H -2.263 -1.896 1.802
O -5.117 -3.191 -0.351
C -4.605 -2.403 0.343
Li -6.520 -4.102 -1.358
Co -8.604 -5.284 -2.596
O -4.316 -1.654 1.176
```